10
Properties=species:S:1:pos:R:3 method="wB97M-V/def2-TZVPD" homo_energy_ev="-14.15 / -14.15" total_charge=+1 de_lowest_kj_mol=639.9 energy_ha=-736.44267
P -0.1845 0.1701 0.3769
N 0.2792 -1.2963 -2.9739
H -0.0212 -1.4585 1.7558
H 1.5753 1.1745 -0.1885
O 0.3214 -0.5261 1.7524
H -1.2004 2.0290 1.2249
O 1.2777 0.3596 -0.4143
O -0.4345 1.6307 0.8350
O -0.3154 -1.1191 -1.9883
C -1.2975 -0.9639 -0.3799